1.
17 unconnected molecules or ions with the total composition C23H80O23. Source: the Open Molecules 2025 dataset; level of theory: ωB97M-V/def2-TZVPD.

XYZ file:
```
126
Properties=species:S:1:pos:R:3:lowdin_charge:R:1
C -25.2288 21.9651 -12.7537 -0.180
O -25.6070 22.4240 -14.0086 -0.103
H -24.9076 22.8679 -12.2342 0.082
H -25.9913 21.5450 -12.0978 0.077
H -24.4678 21.1858 -12.7944 0.062
H -26.4822 22.0396 -14.0973 0.009
C -21.9034 17.0266 -12.3789 -0.206
O -21.3640 15.7808 -12.3588 -0.088
H -22.7923 17.0411 -11.7482 0.085
H -21.0952 17.7350 -12.1975 0.086
H -22.3624 17.3897 -13.2985 0.048
H -21.7650 15.2592 -11.6597 0.086
C -24.8146 27.0052 -10.2706 -0.183
O -23.6927 27.8015 -10.5421 -0.102
H -25.4779 27.3023 -11.0829 0.076
H -24.5807 25.9414 -10.2278 0.070
H -25.4786 27.2176 -9.4326 0.062
H -23.0043 27.4668 -9.9626 0.031
C -28.6317 25.4704 -12.1892 -0.102
O -29.5980 26.3034 -12.9442 -0.140
H -29.0979 25.0456 -11.3002 0.066
H -28.3268 24.5848 -12.7466 0.058
H -27.7164 26.0561 -12.1041 0.070
H -29.6023 27.2250 -12.6756 0.061
C -29.5477 21.4115 -11.4584 -0.137
O -30.0239 21.7739 -12.7428 -0.111
H -30.0690 21.8067 -10.5866 0.091
H -29.4451 20.3321 -11.3467 0.067
H -28.4647 21.5278 -11.4163 0.073
H -30.8111 21.2333 -12.8411 0.100
C -27.0653 24.1412 -8.8835 -0.153
O -27.2614 25.4996 -8.5271 -0.125
H -26.2760 24.0310 -9.6271 0.072
H -26.9642 23.4598 -8.0388 0.065
H -28.0086 23.9076 -9.3772 0.066
H -26.5102 25.7839 -8.0012 0.063
C -21.6281 20.3802 -14.9008 -0.147
O -21.1891 20.9601 -13.6761 -0.139
H -20.7157 19.9179 -15.2774 0.077
H -22.3621 19.6012 -14.6946 0.061
H -22.0183 21.1614 -15.5532 0.076
H -20.5473 21.6504 -13.8582 0.066
C -27.3286 20.2900 -8.0390 -0.165
O -27.1067 19.5023 -9.1443 -0.112
H -28.4078 20.3299 -7.8914 0.085
H -26.9449 19.8750 -7.1070 0.081
H -26.9687 21.3173 -8.0963 0.057
H -27.8707 18.9770 -9.3932 0.032
C -21.2432 25.5495 -15.0757 -0.202
O -20.6667 26.7817 -15.0993 -0.093
H -20.6177 24.7994 -14.5918 0.074
H -22.1803 25.6396 -14.5264 0.073
H -21.5034 25.1987 -16.0744 0.066
H -19.9579 26.8068 -15.7462 0.083
C -24.6035 27.2681 -14.9201 -0.177
O -24.6796 27.3420 -16.3062 -0.122
H -24.4965 26.2855 -14.4605 0.074
H -23.7418 27.8919 -14.6825 0.079
H -25.4640 27.8335 -14.5622 0.082
H -23.9283 26.8819 -16.6877 0.040
C -20.9069 25.7872 -8.1687 -0.108
O -22.1960 26.2715 -8.6085 -0.134
H -20.1590 26.1427 -8.8775 0.080
H -20.5962 26.1770 -7.1993 0.078
H -20.8779 24.6980 -8.1997 0.069
H -22.8517 25.5774 -8.7086 0.058
C -22.6649 18.9704 -18.6762 -0.228
C -23.8621 18.9624 -17.7550 -0.252
O -23.8369 17.8852 -16.8669 -0.056
O -21.4958 18.8758 -17.8550 -0.068
H -22.8372 19.8274 -19.3274 0.121
H -22.6529 18.0401 -19.2442 0.121
H -24.7306 19.0190 -18.4113 0.129
H -23.8456 19.8820 -17.1700 0.111
H -22.9542 17.5834 -16.6403 0.094
H -20.7084 19.0210 -18.3847 0.091
C -25.3292 18.3803 -13.7093 -0.234
C -25.9391 18.2899 -12.2626 -0.190
O -27.2056 18.8655 -12.2701 -0.090
O -25.8122 17.4350 -14.6091 -0.038
H -24.2441 18.3113 -13.6333 0.081
H -25.4472 19.3880 -14.1075 0.104
H -25.3366 18.9450 -11.6334 0.090
H -26.0626 17.3174 -11.7862 0.120
H -27.2815 19.5476 -12.9413 0.040
H -25.2790 17.5155 -15.4034 0.048
C -28.4099 22.5079 -15.7489 -0.241
C -27.8412 21.0810 -15.6032 -0.170
O -27.8880 20.7588 -14.2002 -0.109
O -28.6419 22.7801 -17.1099 -0.046
H -28.0439 23.3848 -15.2150 0.126
H -29.3707 22.5044 -15.2341 0.112
H -26.8001 21.0748 -15.9259 0.114
H -28.3735 20.3789 -16.2449 0.130
H -28.6926 21.1403 -13.8413 0.041
H -27.8059 22.9560 -17.5477 0.078
C -23.8989 25.2335 -19.3453 -0.237
C -25.0944 24.5324 -18.6423 -0.159
O -24.7423 23.0942 -18.4511 -0.106
O -22.9888 25.4583 -18.2971 -0.083
H -24.3373 26.1594 -19.7175 0.114
H -23.4093 24.7750 -20.2045 0.122
H -26.0049 24.6404 -19.2318 0.115
H -25.3005 24.9594 -17.6608 0.107
H -23.8648 23.0112 -18.0708 0.060
H -22.2661 25.9407 -18.7054 0.094
C -22.4354 21.5831 -9.0712 -0.251
C -23.1626 20.5606 -10.0026 -0.191
O -24.0933 19.8595 -9.1556 -0.059
O -23.2086 22.7144 -8.7490 -0.074
H -21.5801 21.9813 -9.6171 0.104
H -21.9084 21.2448 -8.1790 0.120
H -22.3922 19.8727 -10.3512 0.108
H -23.4621 21.1515 -10.8682 0.095
H -24.7990 19.5019 -9.6995 0.036
H -22.7865 22.9902 -7.9321 0.070
C -29.2681 16.7832 -9.4785 -0.125
C -29.0859 15.3700 -10.2630 -0.226
O -27.8013 15.5287 -10.7497 -0.071
O -29.1496 17.8688 -10.5084 -0.124
H -28.4641 16.9813 -8.7696 0.100
H -30.1802 16.8916 -8.8916 0.105
H -29.8750 15.1348 -10.9772 0.116
H -29.0954 14.4632 -9.6584 0.106
H -27.9041 15.5655 -11.7034 0.096
H -28.2825 17.8778 -10.9202 0.019
```

The value obtained for the gap between HOMO and LUMO is 9.788 eV. For the total energy, the calculation gives -2654.39132 Eh. The value obtained for the molar mass is 724.9 u.



2.
20 unconnected molecules or ions with the total composition C23H82F3O21. Source: the Open Molecules 2025 dataset; level of theory: ωB97M-V/def2-TZVPD.

XYZ file:
```
129
Properties=species:S:1:pos:R:3:lowdin_charge:R:1
C 2.2244 -0.2703 1.2964 -0.041
C 1.4154 0.4447 0.2454 -0.245
O 0.3344 -0.3093 -0.1116 -0.118
C -0.5096 0.4717 -0.9596 -0.322
O 0.0624 0.4347 -2.2336 -0.187
C -1.7686 -0.3193 -0.9786 -0.488
F -2.3636 -0.5513 0.2524 0.118
F -2.6016 0.5837 -1.6316 0.093
F -1.6806 -1.3683 -1.7186 0.191
H 3.1374 0.2887 1.5684 0.061
H 2.5784 -1.2683 0.9884 0.061
H 1.7184 -0.4593 2.2354 0.053
H 2.0384 0.6357 -0.5656 0.096
H 1.1454 1.3527 0.6094 0.078
H -0.5976 1.4957 -0.5926 0.154
C 1.1694 -1.5323 5.9734 -0.158
O 1.3844 -0.5793 4.9904 -0.147
H 0.4754 -1.1513 6.7504 0.102
H 2.0684 -1.6473 6.4844 0.050
H 0.9704 -2.4663 5.4824 0.071
H 1.1174 0.3317 5.1854 0.089
C -4.2606 -0.3093 3.0254 -0.217
O -4.0526 0.8937 3.6414 -0.129
H -3.3836 -0.6963 2.4674 0.059
H -5.1626 -0.2943 2.3604 0.087
H -4.3926 -1.0543 3.8414 0.086
H -3.1756 1.2367 3.4664 -0.009
C -2.7496 4.6297 -1.9196 -0.107
O -2.0716 3.5427 -1.3636 -0.134
H -3.2616 5.0507 -1.1276 0.074
H -3.3636 4.3417 -2.7796 0.108
H -2.1246 5.3857 -2.2266 0.065
H -1.8026 3.0047 -2.0726 0.008
C -4.6516 -1.2103 -2.2806 -0.164
O -3.9596 -2.3023 -2.7516 -0.079
H -4.5276 -0.4483 -2.9756 0.057
H -4.4656 -1.0413 -1.3006 0.016
H -5.6486 -1.5453 -2.3916 0.087
H -3.0856 -2.1493 -2.4326 0.012
C 3.3274 -0.6903 -3.4806 -0.154
O 3.8954 -0.4223 -2.2486 -0.131
H 3.6394 0.2077 -3.9676 0.068
H 2.1974 -0.6543 -3.4016 0.076
H 3.7314 -1.5803 -3.9456 0.086
H 3.7284 0.5087 -2.1486 0.006
C 0.3564 4.0627 0.9294 -0.143
O -0.9386 3.6137 1.2854 -0.123
H 1.0884 3.4717 1.4834 0.055
H 0.6044 5.1137 1.2754 0.095
H 0.6614 3.9517 -0.1376 0.082
H -1.3996 3.6077 0.4304 0.054
C -4.2046 1.7647 0.4224 -0.141
O -4.5016 2.8867 -0.3866 -0.143
H -3.0746 1.7427 0.5094 0.079
H -4.4506 0.9417 -0.1886 0.044
H -4.6346 1.8487 1.4344 0.086
H -3.6656 3.1847 -0.8356 0.018
C -1.2716 -1.0913 -4.5106 -0.206
O -0.1206 -0.3823 -4.6266 -0.106
H -2.1556 -0.6403 -3.9946 0.061
H -1.0786 -2.0283 -3.9356 0.085
H -1.6456 -1.4113 -5.4136 0.058
H 0.1554 -0.0723 -3.7356 0.013
C 1.6724 -3.0663 -1.1136 -0.095
O 1.0144 -2.1393 -1.9596 -0.135
H 1.9014 -3.9603 -1.6346 0.086
H 0.8904 -3.2733 -0.3836 0.069
H 2.5104 -2.6483 -0.5686 0.070
H 0.9254 -1.2483 -1.6156 0.042
C 1.2904 2.7397 -3.7226 -0.106
O 0.7734 2.8667 -2.3906 -0.156
H 0.3994 2.6177 -4.3476 0.082
H 1.7824 1.7877 -3.7806 0.062
H 1.9014 3.5267 -3.9996 0.061
H 0.3104 2.0557 -2.1816 -0.015
C -2.7866 1.7807 -4.5376 -0.080
O -1.7526 2.2217 -3.6026 -0.146
H -3.4046 2.6567 -4.7266 0.073
H -3.4386 1.0527 -4.2456 0.025
H -2.3256 1.6147 -5.5586 0.112
H -1.2796 1.4527 -3.2846 0.024
C 3.6044 1.5827 3.7654 -0.186
O 4.8184 1.8447 3.1144 -0.110
H 3.5114 2.2787 4.6334 0.092
H 3.5884 0.5707 4.1264 0.053
H 2.6814 1.7977 3.1604 0.078
H 5.1934 2.5537 3.6444 0.076
C 5.4944 -0.8053 0.7774 -0.143
O 6.0654 -2.0943 1.0994 -0.111
H 4.7434 -0.7183 0.0244 0.045
H 6.3604 -0.2623 0.4254 0.078
H 5.2364 -0.2763 1.6634 0.043
H 5.3194 -2.6643 1.2284 0.003
C -0.9386 0.6767 2.9364 -0.132
O -1.7396 1.7957 3.1044 -0.111
H -1.1796 -0.0253 3.6854 0.080
H 0.0424 1.0017 3.2714 0.071
H -0.8996 0.2797 1.8874 0.092
H -1.4766 2.3907 2.3804 0.050
C 4.1824 2.5067 -0.5766 -0.066
O 3.5274 2.3047 -1.8626 -0.116
H 3.4104 2.5287 0.1404 0.054
H 4.8104 3.3607 -0.5486 0.069
H 4.8554 1.6427 -0.3386 0.091
H 2.9524 3.0037 -2.0056 0.016
C -4.2876 -3.0383 0.6684 -0.163
O -3.3866 -3.1743 1.7644 -0.126
H -4.0266 -3.3833 -0.3066 0.038
H -4.6326 -1.9673 0.5314 0.075
H -5.2046 -3.5653 0.9074 0.078
H -2.6016 -2.6153 1.5664 0.036
C 3.7314 -2.6513 3.2004 -0.185
O 3.7524 -3.2133 1.9434 -0.123
H 3.3344 -1.6393 3.3224 0.053
H 4.7734 -2.6363 3.5334 0.095
H 3.1614 -3.1603 4.0144 0.095
H 2.8994 -3.6993 1.8824 0.104
C -1.7146 -4.3663 -1.3736 -0.243
O -0.9506 -3.9243 -2.3576 -0.100
H -2.6456 -4.8223 -1.7566 0.094
H -2.0026 -3.5063 -0.7456 0.055
H -1.2016 -5.1053 -0.7236 0.090
H -0.3856 -3.2583 -1.9346 0.023
C 0.2684 -2.6773 2.3364 -0.103
O -0.6386 -2.1653 1.3764 -0.145
H 1.2774 -2.6353 1.9854 0.032
H -0.1166 -3.7043 2.4114 0.103
H -0.0126 -2.1633 3.2934 0.090
H -0.3576 -1.3203 1.1184 -0.015
```

The value obtained for the gap between HOMO and LUMO is 8.430 eV. As for the charge: -1. For the total energy, the calculation gives -2804.77331 Eh. The value obtained for the molar mass is 751.9 u.



Calculated ΔE to the lowest compared entry with this formula, charge and spin, 326.17, 252.01 kJ/mol (same order as the records).